Record 1
# C19H30F16O2Si

3 unconnected molecules or ions with the total composition C19H30F16O2Si at a distorted geometry (the ωB97M-V functional and the def2-TZVPD basis, OMol25).

```
68
Properties=species:S:1:pos:R:3:forces:R:3
F -5.44748 0.53624 2.85965 -0.3 0.4 0.5
C -5.79528 0.39105 4.15746 -0.1 0.2 0.0
F -5.21082 1.38246 4.87046 0.0 -0.1 -0.1
C -5.31534 -0.95271 4.70502 0.4 -0.2 -0.2
F -3.96641 -0.98588 4.72037 -0.1 0.0 0.2
F -5.74640 -1.00413 5.99646 -0.1 0.0 0.1
C -5.85252 -2.21515 4.01737 -0.4 -0.3 0.3
O -5.03312 -2.78646 3.02482 0.3 0.2 0.1
C -5.07315 -2.29744 1.75452 -0.2 -0.1 0.0
F -6.10347 -1.44901 1.58136 0.0 -0.3 -0.3
F -5.25243 -3.34228 0.92055 -0.1 0.0 -0.1
C -3.74556 -1.64285 1.38085 0.3 0.1 -0.2
F -3.44901 -0.66047 2.25339 0.3 -0.2 -0.3
F -3.85546 -1.10064 0.14533 0.0 0.0 0.0
H -6.88110 0.47905 4.25482 0.0 0.0 0.0
H -5.90145 -2.97146 4.79645 0.1 0.0 0.1
H -6.87097 -2.07249 3.65805 0.0 0.2 0.0
H -2.94199 -2.38211 1.38241 0.0 0.0 0.0
F 5.69947 -1.89430 -3.67776 0.1 0.4 0.5
C 5.03883 -1.53205 -2.55673 0.2 0.2 0.1
F 5.92018 -1.50647 -1.52838 0.0 0.0 -0.1
C 3.93262 -2.53294 -2.22663 0.0 -0.4 -0.2
F 4.46745 -3.73163 -1.91618 -0.1 0.1 0.2
F 3.31799 -2.05053 -1.11085 0.0 0.1 0.1
C 2.83264 -2.71867 -3.28030 -0.6 0.3 0.1
O 2.98437 -3.80249 -4.16591 0.2 -0.2 0.2
C 3.76419 -3.66680 -5.27508 -0.2 0.1 0.0
F 4.11031 -2.38348 -5.48404 -0.1 -0.1 -0.4
F 3.03709 -4.07724 -6.33444 0.0 0.0 -0.2
C 4.99295 -4.57063 -5.19485 0.3 -0.1 -0.1
F 5.70726 -4.29059 -4.08668 0.0 -0.4 -0.3
F 5.77007 -4.34128 -6.27675 0.0 0.0 0.0
H 4.62012 -0.52953 -2.68795 0.0 0.0 0.0
H 1.93092 -2.95275 -2.71977 0.0 -0.1 0.1
H 2.63295 -1.79148 -3.81683 0.2 0.1 0.0
H 4.68867 -5.61906 -5.17467 0.0 0.0 0.0
C -2.27697 2.28519 1.40122 0.3 0.6 -0.4
C -1.99061 3.41651 0.43162 -0.7 -0.5 0.1
C -1.62620 2.95001 -0.95760 0.9 0.8 0.1
C -0.14396 2.68706 -1.13814 -0.5 0.0 0.7
C 0.23565 1.29415 -0.73205 0.2 -0.1 -0.6
C 1.65411 0.94274 -1.10025 0.1 0.8 0.4
C 2.75675 1.45474 -0.17153 -0.2 -0.5 -0.2
C 2.45108 1.43424 1.30319 -0.6 0.5 -0.1
C 1.74103 2.65186 1.87699 1.0 0.3 0.1
Si 2.71003 4.26145 1.79043 -0.3 0.0 -0.3
H -2.73290 1.49568 0.85482 -0.3 -0.9 -0.3
H -2.98671 2.57784 2.14113 -0.4 0.3 0.8
H -1.37473 1.95189 1.86418 0.5 -0.5 0.5
H -1.25654 4.09418 0.82074 0.6 0.4 0.2
H -2.89631 3.97946 0.35159 -0.7 0.6 -0.1
H -2.16086 2.05825 -1.19702 -0.7 -0.6 -0.3
H -1.89535 3.72917 -1.64531 -0.4 0.3 -0.5
H 0.15540 2.85351 -2.14751 0.2 0.0 -1.0
H 0.38195 3.41718 -0.55461 0.6 0.5 0.3
H 0.00867 1.09827 0.29357 -0.1 -0.1 0.8
H -0.40381 0.65284 -1.30566 -0.5 -0.6 -0.3
H 1.75183 -0.10140 -1.27991 0.1 -1.0 0.2
H 1.81695 1.40292 -2.05418 0.2 0.2 -0.9
H 3.59110 0.79752 -0.30754 0.8 -0.4 -0.2
H 3.08165 2.41298 -0.52334 0.2 0.8 0.0
H 1.84359 0.57416 1.50081 -0.4 -0.8 0.2
H 3.33656 1.29136 1.88260 0.9 -0.1 0.3
H 1.59632 2.46236 2.92330 -0.2 0.0 0.8
H 0.76549 2.80718 1.47771 -0.8 0.1 -0.5
H 3.12343 4.58162 0.40438 0.0 0.0 0.0
H 3.93458 4.20021 2.61340 0.0 0.0 0.1
H 1.80263 5.35110 2.21744 0.1 0.1 0.1
```
Positions in Å, forces in eV/Å.

Output
- HOMO level: -10.49 eV
- SMILES: FC(F)C(F)(F)COC(F)(F)C(F)F.FC(F)C(F)(F)COC(F)(F)C(F)F.CCCCCCCCC[SiH3]
- DFT total energy: -75641.1233 eV
- Kohn-Sham gap: 10.95 eV

=====

Record 2
# C13H14FNTc

A molecular structure, C13H14FNTc at a distorted geometry (the ωB97M-V functional and the def2-TZVPD basis, OMol25).

```
30
Properties=species:S:1:pos:R:3:forces:R:3
C -1.89852 1.38774 -1.77990 -0.7 -0.4 -1.5
C -2.64901 0.26484 -1.28428 -0.2 0.0 -1.1
C -1.91500 -0.93104 -1.57379 -0.2 0.0 -0.7
C -0.71009 -0.55634 -2.25454 -0.5 0.4 -0.4
C -0.68619 0.87559 -2.37739 -0.9 -0.6 -0.9
Tc -0.76444 0.44701 -0.25223 2.9 -1.5 0.9
N 0.00405 2.13130 0.20122 -0.6 0.2 1.4
C -0.91019 2.18150 1.39499 1.3 2.5 1.1
C -1.88101 1.02732 1.31188 -0.6 0.3 1.4
H -2.22296 -1.94128 -1.33035 0.1 0.2 0.0
H -3.61017 0.30717 -0.78934 0.2 0.0 -0.1
H 0.05837 -1.23439 -2.60673 -0.1 0.1 0.2
H 0.08606 1.45832 -2.86341 -0.1 -0.1 0.2
H -2.20178 2.42604 -1.75030 0.1 -0.2 0.1
H -2.89613 1.39002 1.15631 0.0 -0.3 0.0
H -0.33557 2.20100 2.35009 -0.1 -0.4 -0.6
H 0.82844 2.70754 0.18874 0.0 0.0 0.2
H -1.81979 0.41261 2.21095 -0.2 -0.1 -0.1
H -1.43506 3.16295 1.41791 0.0 -0.4 -0.3
F 4.25512 -2.94158 1.48181 -0.6 0.4 -0.2
C 3.16023 -2.20219 1.10183 0.1 -0.3 0.2
C 1.89959 -2.63013 1.51448 0.1 0.3 -0.2
C 0.78867 -1.88248 1.10203 0.7 -0.3 0.0
C 0.96863 -0.76182 0.30240 -1.4 1.2 -0.1
C 2.23787 -0.34227 -0.07906 0.4 -0.6 0.3
C 3.36366 -1.07020 0.32364 -0.2 0.1 -0.1
H 1.78337 -3.51242 2.13442 0.2 0.1 -0.1
H -0.21763 -2.17122 1.40186 0.2 -0.1 0.0
H 2.35307 0.55452 -0.68786 0.1 -0.2 0.1
H 4.36642 -0.75812 0.03462 -0.2 -0.2 0.1
```
Positions in Å, forces in eV/Å.

Output
- HOMO level (spin up / spin down): -7.31 / -8.13 eV
- Energy above the lowest of the compared OMol25 structures with the same formula, charge and spin: 0.000 eV
- DFT total energy: -20110.3131 eV
- Multiplicity: 4
- Kohn-Sham gap (spin up / spin down): 8.18 / 7.92 eV

=====

Record 3
# C3H5N3O

A molecular structure, C3H5N3O (the ωB97M-V functional and the def2-TZVPD basis, OMol25).

```
12
Properties=species:S:1:pos:R:3:forces:R:3
N 1.89017 -0.01357 -0.14627 0.0 0.0 -0.1
C 0.57308 -0.04695 0.15601 -0.1 0.0 -0.1
C -0.34691 0.99408 -0.20824 0.4 0.2 -0.1
N -1.64153 0.84830 0.46824 -0.1 -0.2 -0.1
C -1.53817 -0.25178 -0.31722 -0.7 -0.4 -0.3
O -2.09062 -0.97396 -1.08700 0.4 0.6 0.4
N -0.09628 -1.05409 0.67914 0.2 0.0 0.0
H 2.39674 -0.88260 -0.21421 0.0 0.1 0.0
H 2.24906 0.76280 -0.68015 -0.1 -0.1 0.1
H -0.11784 1.91752 -0.72673 0.0 -0.2 0.1
H -1.58653 0.67971 1.47307 0.0 0.0 -0.1
H 0.30881 -1.97945 0.60336 0.1 0.1 0.0
```
Positions in Å, forces in eV/Å.

Output
- HOMO level: -8.25 eV
- Energy above the lowest of the compared OMol25 structures with the same formula, charge and spin: 3.391 eV
- DFT total energy: -9707.1930 eV
- Kohn-Sham gap: 8.92 eV

=====

Record 4
# C5H10O2

A single C5H10O2 molecule (the ωB97M-V functional and the def2-TZVPD basis, OMol25).

```
17
Properties=species:S:1:pos:R:3:forces:R:3
C -1.56371 -0.41559 -0.56672 -0.1 0.0 -0.2
C -0.64793 0.08190 0.54393 0.0 0.4 0.1
C 0.30028 1.24296 0.06708 0.1 -0.1 0.4
O -0.02321 1.98789 -1.07020 -0.3 0.3 -0.3
C 1.42538 0.21209 -0.09902 0.2 0.0 -0.1
C 0.64335 -0.72330 0.83072 0.0 0.3 0.1
O 0.60615 -2.09291 0.51937 0.2 -0.2 0.0
H -1.88309 0.42535 -1.20569 -0.1 -0.4 0.1
H -2.49511 -0.84343 -0.18742 0.3 -0.1 0.1
H -1.07100 -1.15584 -1.20161 -0.1 0.1 0.0
H -1.22369 0.30088 1.44626 0.0 0.1 -0.1
H 0.49611 1.95657 0.87724 0.0 -0.2 0.0
H -0.87408 1.69891 -1.42498 0.3 0.1 0.1
H 2.45427 0.48317 0.15356 -0.1 0.0 0.0
H 1.38554 -0.17620 -1.12044 0.0 0.0 0.0
H 0.95343 -0.56995 1.87701 -0.2 -0.1 -0.2
H 1.51732 -2.41249 0.56090 -0.2 -0.1 0.0
```
Positions in Å, forces in eV/Å.

Output
- HOMO level: -9.78 eV
- SMILES: C[C@@H]1[C@H](O)C[C@@H]1O
- Energy above the lowest of the compared OMol25 structures with the same formula, charge and spin: 2.014 eV
- DFT total energy: -9441.0291 eV
- Kohn-Sham gap: 10.61 eV

=====

Record 5
# C16H51N4O7

7 unconnected molecules or ions with the total composition C16H51N4O7 at a distorted geometry (the ωB97M-V functional and the def2-TZVPD basis, OMol25).

```
78
Properties=species:S:1:pos:R:3:forces:R:3
O 1.17024 -2.17090 3.32762 0.8 -2.2 1.4
H 1.77817 -1.79881 3.97072 0.3 0.3 0.9
H 1.69095 -2.70249 2.72110 0.0 -0.9 -0.2
H 0.82192 -1.43615 2.81732 -1.9 3.6 -2.2
O 2.89317 -0.88798 0.90241 3.2 -1.3 -1.3
H 3.53887 -0.63753 1.56720 0.6 0.4 0.3
H 2.76980 -1.83942 0.86860 0.4 -0.9 -0.9
H 2.01464 -0.59375 1.15384 -4.9 2.5 1.6
O 0.66246 -0.19550 1.84279 1.9 -0.7 -0.5
H 0.43428 0.62508 1.36414 0.1 -0.5 0.8
C -0.10390 -5.62928 -2.42120 -0.5 0.6 -0.9
C 0.69593 -4.68109 -1.56115 1.2 1.3 0.4
C 0.31139 -3.13749 -1.59558 -0.9 -2.1 -0.9
O 1.35103 -2.26470 -1.15850 -0.3 -0.1 -0.5
C 0.93095 -0.93517 -1.52586 0.7 0.1 1.2
N 0.73341 -5.12172 -0.18371 0.0 -0.2 0.5
H 0.23553 -6.65960 -2.52765 0.5 0.1 0.8
H -0.04547 -5.27356 -3.44987 -0.4 0.2 -0.1
H -1.14513 -5.67041 -2.10144 -0.1 0.1 -0.1
H 1.74031 -4.68172 -1.87321 0.1 -0.2 -0.4
H -0.60101 -3.02468 -1.01001 0.0 0.2 0.5
H -0.02464 -2.91003 -2.60724 0.4 0.3 -0.3
H 0.74703 -0.83905 -2.59593 -0.3 -0.1 0.2
H 1.69711 -0.21488 -1.23901 0.3 -0.2 -0.3
H 0.10045 -0.70074 -0.85997 -0.6 0.2 -0.6
H -0.19289 -4.98923 0.19644 -0.4 -0.2 0.3
H 1.31064 -4.44265 0.29144 0.3 0.0 0.4
C -2.39253 -2.63278 2.85827 0.6 0.5 0.5
C -2.04124 -2.29380 1.44547 -0.7 -1.3 -1.2
C -3.12090 -2.91691 0.55698 -0.2 0.8 -2.2
O -2.85323 -4.23148 0.12898 -0.3 -1.1 -0.5
C -3.80079 -4.78512 -0.82396 -0.2 -0.7 0.8
N -1.99007 -0.88148 1.24854 -0.3 2.0 0.1
H -2.47516 -3.70106 3.05840 0.1 0.0 -0.2
H -3.34380 -2.14676 3.07500 0.1 0.0 0.3
H -1.58231 -2.19184 3.43897 -0.3 -0.1 0.8
H -1.05294 -2.65310 1.15865 0.2 -1.0 0.0
H -3.15497 -2.33286 -0.36270 0.1 0.5 -0.3
H -4.14012 -2.80083 0.92553 0.0 -0.2 0.7
H -4.12158 -4.18861 -1.67799 0.7 0.7 0.1
H -4.73412 -5.12742 -0.37692 -0.2 0.5 0.7
H -3.43739 -5.74331 -1.19532 0.7 0.3 -0.1
H -1.84169 -0.54845 0.30664 -0.9 -0.8 -0.9
H -1.09045 -0.53650 1.55148 0.0 -0.2 1.2
C 1.64348 4.51749 -1.00698 -0.7 0.8 -1.2
C 2.38707 3.21321 -0.76738 0.1 0.2 -0.1
C 2.97347 2.54880 -2.02748 -0.6 -0.5 0.6
O 1.96474 1.82186 -2.73022 0.1 0.8 0.2
C 2.43966 1.34735 -3.96064 0.1 -0.8 -0.3
N 3.47707 3.44802 0.18424 0.0 -0.4 0.0
H 1.72139 4.89292 -2.02731 0.1 -0.2 -0.3
H 2.02495 5.35945 -0.42932 0.1 -0.2 0.4
H 0.57402 4.43068 -0.81505 0.0 0.0 0.0
H 1.65756 2.57942 -0.26317 0.2 -0.7 -0.2
H 3.74596 1.83308 -1.74621 0.2 -0.1 0.3
H 3.48038 3.29063 -2.64459 -0.2 0.3 -0.3
H 2.66181 2.13128 -4.68466 -0.1 0.2 0.0
H 1.72319 0.63709 -4.37331 -0.4 0.4 -0.1
H 3.33084 0.73146 -3.83992 0.5 0.1 0.2
H 4.12452 4.05978 -0.29185 0.5 0.1 0.0
H 3.03954 4.05484 0.86280 0.3 0.0 0.6
C -1.11393 6.05261 1.92123 -1.3 -1.6 -0.8
C -0.84587 4.57358 2.36885 -0.9 0.7 0.0
C -1.70652 3.48310 1.62839 -0.6 2.3 0.9
O -1.33602 3.53094 0.30491 1.5 -1.5 -2.2
C -2.12124 2.71894 -0.56187 -1.3 0.6 -0.1
N 0.56721 4.38285 2.15784 1.1 -1.0 -0.4
H -2.12617 6.17512 1.53593 -0.4 0.2 0.7
H -0.57956 6.18312 0.98021 0.6 0.5 0.4
H -0.89417 6.70807 2.76395 0.2 0.3 -0.5
H -1.07632 4.53518 3.43352 -0.1 -0.3 0.1
H -2.71478 3.89724 1.62444 -0.5 -0.2 0.7
H -1.74554 2.47986 2.05276 0.5 -0.1 0.2
H -1.72131 2.51197 -1.55451 0.9 0.4 0.3
H -3.03676 3.27961 -0.75044 -0.3 0.0 -0.1
H -2.46896 1.76259 -0.17123 0.4 -0.1 0.6
H 0.62010 4.06694 1.19997 0.1 -0.7 -0.2
H 0.98816 5.28692 1.99798 0.2 0.4 0.7
```
Positions in Å, forces in eV/Å.

Output
- HOMO level: -11.26 eV
- Energy above the lowest of the compared OMol25 structures with the same formula, charge and spin: 0.000 eV
- DFT total energy: -37698.5323 eV
- Charge: +1
- Kohn-Sham gap: 6.50 eV

=====

Record 6
# C30H25N6O12ReS

A molecular structure, C30H25N6O12ReS (the ωB97M-V functional and the def2-TZVPD basis, OMol25).

```
75
Properties=species:S:1:pos:R:3:forces:R:3
Re 0.00611 0.00147 0.49138 -0.1 0.3 0.2
O 3.12716 -3.50655 0.32684 0.0 0.1 0.1
C 2.03539 -2.95145 -0.17487 0.0 -0.3 -0.1
O 1.94079 -2.42368 -1.24485 -0.1 0.1 -0.1
C 0.85105 -3.18681 0.74383 0.1 0.1 0.0
C 0.78371 -4.40457 1.42342 0.0 -0.1 0.0
C -0.34107 -4.73461 2.15564 0.0 0.1 -0.1
C -1.39757 -3.83171 2.15840 0.0 -0.1 0.0
C -1.24271 -2.64253 1.47816 -0.1 0.0 0.0
N -0.13154 -2.27911 0.80236 0.1 -0.1 0.0
C -2.28579 -1.61731 1.35529 -0.1 0.1 -0.1
O -3.49982 -1.73532 1.76652 0.0 0.0 0.0
O -1.98587 -0.56498 0.76017 0.2 -0.2 0.1
H 3.87502 -3.39349 -0.28929 0.0 0.0 0.0
H 1.62045 -5.08510 1.34833 0.0 0.0 0.0
H -0.40510 -5.67217 2.69139 0.0 0.0 0.0
H -2.30595 -4.06349 2.69981 0.0 0.0 0.0
H -3.72988 -2.58741 2.16928 0.0 0.0 0.0
N 1.14103 1.88039 0.61386 0.1 -0.1 -0.2
C 0.36378 2.97157 1.16340 0.1 0.1 0.1
C 0.81909 4.05548 1.84936 0.0 0.0 0.0
C -0.09535 5.09759 2.14133 0.0 0.0 0.0
C -1.38055 5.06271 1.67286 0.0 0.0 0.0
C -1.84378 3.94618 0.93008 0.0 0.0 0.0
C -3.10244 3.83408 0.30137 -0.1 0.1 0.0
C -3.37924 2.72612 -0.45655 0.0 0.0 0.0
C -2.46044 1.66965 -0.51486 0.0 0.0 0.0
N -1.29656 1.71268 0.11634 -0.1 0.1 0.1
C -0.96082 2.87443 0.75908 -0.2 0.0 -0.1
H 2.03356 1.77945 1.09168 0.0 0.0 0.0
H 1.38441 2.10362 -0.35652 0.1 0.0 0.0
H 1.85858 4.15358 2.13897 0.0 0.0 0.0
H 0.25287 5.95332 2.70262 0.0 0.0 0.0
H -2.04997 5.89442 1.85011 0.0 0.0 0.0
H -3.82636 4.63468 0.39330 0.0 0.0 0.0
H -4.31403 2.63369 -0.99014 0.0 0.0 0.0
H -2.69095 0.76731 -1.06398 0.0 0.0 0.0
C -4.87727 1.09209 -5.81292 0.0 0.0 0.0
C -3.71104 0.61907 -4.99846 0.0 0.0 0.0
C -2.62430 1.46336 -4.73832 0.0 0.0 0.0
C -1.53344 1.02398 -4.01546 0.0 0.0 0.0
C -1.53136 -0.28314 -3.52736 0.0 0.0 0.0
C -2.60948 -1.13674 -3.75297 0.0 0.0 0.0
C -3.68771 -0.68011 -4.49070 0.0 0.0 0.0
S -0.18025 -0.95105 -2.64309 0.0 0.1 0.2
C 1.19207 -0.65180 -3.73294 0.0 0.0 0.0
O 0.10221 0.14782 -1.51785 0.1 -0.2 -0.1
H -4.71437 2.09172 -6.20823 0.0 0.0 0.0
H -5.78606 1.10365 -5.20881 0.0 0.0 0.0
H -5.05827 0.41511 -6.64817 0.0 0.0 0.0
H -2.63180 2.47185 -5.13185 0.0 0.0 0.0
H -0.69859 1.68969 -3.83594 0.0 0.0 0.0
H -2.59192 -2.15491 -3.38196 0.0 0.0 0.0
H -4.51827 -1.34532 -4.69067 0.0 0.0 0.0
H 1.21389 0.40318 -3.99724 0.0 0.0 0.0
H 1.03692 -1.26564 -4.62048 0.0 0.0 0.0
H 2.09542 -0.95494 -3.21320 0.0 0.0 0.0
O 6.56224 -1.19599 4.65977 -0.1 -0.1 0.0
N 5.40527 -1.07659 4.97916 0.1 0.2 0.1
O 4.94059 -1.07879 6.09350 0.0 -0.1 -0.1
C 4.44003 -0.87452 3.86701 0.0 -0.1 -0.1
C 3.11307 -0.72153 4.16627 -0.1 0.0 0.0
C 2.20755 -0.54282 3.11673 0.0 0.0 0.1
C 2.62604 -0.52701 1.77954 0.1 0.0 0.0
O 1.84824 -0.50212 0.70208 -0.1 -0.2 0.0
C 4.00242 -0.64011 1.55762 0.0 0.1 0.0
C 4.91634 -0.84083 2.56122 0.0 0.0 0.1
N 4.45037 -0.53191 0.15616 0.0 0.0 0.0
O 5.07466 -1.46418 -0.29619 0.0 0.1 0.0
O 4.14315 0.48696 -0.42394 0.0 -0.1 0.0
N 0.81697 -0.38404 3.47937 -0.1 0.0 0.0
O -0.02487 0.00407 2.61232 0.0 0.0 -0.1
O 0.46351 -0.58358 4.59539 0.0 0.0 0.1
H 2.78614 -0.74008 5.19783 0.0 0.0 0.0
H 5.97473 -0.95694 2.35870 0.0 0.0 0.0
```
Positions in Å, forces in eV/Å.

Output
- HOMO level (spin up / spin down): -16.64 / -16.65 eV
- Energy above the lowest of the compared OMol25 structures with the same formula, charge and spin: 0.873 eV
- DFT total energy: -77959.7371 eV
- Multiplicity: 2
- Charge: +3
- Kohn-Sham gap (spin up / spin down): 6.68 / 6.46 eV